# C23H24CoN5OSbSe5

A structure of composition C23H24CoN5OSbSe5 (the ωB97M-V functional and the def2-TZVPD basis, the Open Molecules 2025 dataset).

## Properties
HOMO energy (spin up / spin down)   -1.399 / -1.411 eV
Spin multiplicity   2
Charge   -2

Last column: Löwdin charge in e.
CARTESIAN COORDINATES (ANGSTROEM)
Co -0.92362 0.26002 0.00711  -0.107
O 3.01972 0.63268 -0.88207  -0.016
C 1.78273 0.59270 -0.78361  -0.483
N 1.04799 0.49735 0.32942  0.000
C 1.87178 0.45455 1.52714  -0.152
C 1.36170 -0.21800 2.77775  -0.266
C 2.29355 -0.92937 3.54546  -0.031
C 1.90309 -1.50867 4.73672  -0.092
C 0.58244 -1.37862 5.14150  -0.087
C -0.27313 -0.65995 4.32042  -0.134
N 0.09982 -0.08814 3.18157  0.063
C 0.95462 0.69818 -2.04980  -0.171
C 1.52890 1.05834 -3.25993  -0.009
C 0.70718 1.18376 -4.36433  -0.070
C -0.65456 0.94233 -4.23012  -0.051
C -1.15075 0.58104 -2.99095  -0.127
N -0.34923 0.45503 -1.93080  0.067
H 2.13425 1.48062 1.82346  0.122
H 2.81804 -0.02427 1.26711  0.106
H 3.31121 -1.02587 3.18946  0.107
H 2.61497 -2.06375 5.33663  0.095
H 0.22115 -1.82394 6.05932  0.090
H -1.31745 -0.53449 4.58928  0.109
H 2.59428 1.23837 -3.28401  0.111
H 1.11868 1.47478 -5.32387  0.097
H -1.33317 1.02525 -5.06806  0.102
H -2.19951 0.36727 -2.82927  0.030
Se -1.50094 1.86176 1.64977  1.039
N -1.31644 2.35034 -0.07239  -0.293
C -0.22989 3.20825 -0.08735  -0.386
C 0.24528 3.83059 -1.24264  -0.057
C 1.37143 4.63192 -1.17829  -0.130
C 2.02571 4.83165 0.04413  -0.134
C 1.56673 4.24082 1.20422  -0.068
C 0.41907 3.42584 1.16851  -0.438
N -0.14214 2.83380 2.25442  -0.264
H -0.27286 3.65650 -2.17938  0.105
H 1.75816 5.09534 -2.07831  0.080
H 2.91334 5.45420 0.07700  0.081
H 2.07298 4.39159 2.15048  0.094
C -1.43926 -2.81340 -1.53085  -0.150
C -0.66143 -2.75825 -0.22457  -0.630
C 0.81243 -3.14882 -0.49476  -0.043
C -1.27451 -3.73351 0.79135  -0.047
C -0.58235 -1.42483 0.44211  -0.026
H -1.22816 -3.75179 -2.05426  0.090
H -1.17385 -1.99328 -2.18983  0.044
H -2.51251 -2.78112 -1.35739  -0.104
H 0.84582 -4.18110 -0.85494  0.080
H 1.42760 -3.07120 0.40513  0.079
H 1.24912 -2.50459 -1.26086  0.084
H -1.30021 -4.73637 0.35630  0.086
H -2.30013 -3.44312 1.02338  0.078
H -0.69061 -3.76549 1.71575  0.078
H 0.03599 -1.55978 1.33509  0.046
Se -3.86386 -1.81640 -3.85396  -0.088
Sb -4.84164 -1.23510 -1.65836  -0.309
Se -4.88934 -3.69161 -1.40660  -0.094
Se -6.96114 -0.09990 -1.61175  -0.281
Se -3.32708 0.00982 -0.11671  0.179

Force components x, y, z for each atom (eV/Å):
0.5 0.2 -0.4
0.0 0.0 0.0
-0.2 0.2 -0.1
-0.1 -0.2 -0.2
0.0 0.1 0.0
0.1 -0.1 0.1
-0.1 0.0 -0.1
0.0 0.0 0.0
0.0 0.0 0.0
0.0 0.0 0.0
0.1 0.0 0.1
0.1 -0.1 0.2
0.0 -0.1 0.1
0.0 0.0 0.0
0.0 0.0 0.0
0.1 0.0 0.1
-0.1 0.2 0.1
0.0 0.0 0.0
0.0 0.0 0.0
0.0 0.0 0.0
0.0 0.0 0.0
0.0 0.0 0.0
0.0 0.0 0.0
0.0 0.0 0.0
0.0 0.0 0.0
0.0 0.0 0.0
0.0 0.1 0.0
0.1 0.0 0.1
0.1 0.1 0.0
0.0 -0.1 0.0
0.0 -0.1 0.0
0.0 0.0 0.0
0.0 0.0 0.0
0.0 0.0 0.0
-0.2 -0.1 -0.1
0.0 0.0 0.0
0.0 0.0 0.0
0.0 0.0 0.0
0.0 0.0 0.0
0.0 0.0 0.0
0.1 0.0 0.1
0.1 0.0 -0.1
-0.1 0.0 0.0
0.0 0.0 0.0
-0.2 0.0 0.1
-0.1 0.0 0.0
0.1 0.0 -0.1
0.3 0.0 0.0
0.0 0.0 0.0
0.0 0.0 0.0
0.0 0.0 0.0
0.0 0.0 0.0
0.0 0.0 0.0
0.0 0.0 0.0
0.0 0.0 0.0
-0.1 0.0 -0.1
0.0 0.2 -0.1
-0.3 -0.2 0.0
0.0 0.0 0.0
-0.4 -0.1 0.1

# C6H12

An isolated molecule of C6H12 (the ωB97M-V functional and the def2-TZVPD basis, the Open Molecules 2025 dataset).

## Properties
HOMO energy   -7.970 eV

Last column: Löwdin charge in e.
CARTESIAN COORDINATES (ANGSTROEM)
C -0.11100 -1.02926 1.35159  -0.093
C 0.56883 0.21117 0.75700  -0.443
C 1.46337 -0.15641 -0.46156  -0.227
C 0.60765 -0.23759 -1.72582  -0.108
C -0.24972 1.34962 0.22396  0.007
C -1.70657 1.11431 0.14584  -0.165
H -0.82255 -0.75761 2.13890  0.075
H -0.65533 -1.61137 0.59971  0.070
H 0.63856 -1.69196 1.79731  0.076
H 1.22707 0.64852 1.52145  0.130
H 2.23923 0.60368 -0.58809  0.109
H 1.97099 -1.10745 -0.26109  0.109
H -0.13960 -1.03660 -1.65914  0.078
H 1.19196 -0.37993 -2.63438  0.073
H 0.08222 0.72251 -1.83571  0.062
H -2.09389 0.08591 0.10295  0.070
H -2.00770 1.52902 1.12667  0.107
H -2.20351 1.74346 -0.59958  0.071

Force components x, y, z for each atom (eV/Å):
-0.1 0.0 0.0
-0.1 0.1 0.0
0.1 0.0 0.0
-0.1 0.1 0.0
-0.2 -0.1 0.3
0.1 0.0 -0.1
0.1 0.0 -0.1
0.1 0.1 0.1
-0.1 0.1 -0.1
0.0 0.0 -0.1
-0.2 0.0 0.0
-0.1 0.1 0.0
0.1 0.1 -0.1
0.1 -0.1 0.1
0.0 -0.2 -0.2
0.1 0.1 0.0
0.0 0.0 0.0
0.1 0.0 0.1

Number 1: largest force on an atom 0.67 eV Å⁻¹, electronic energy -14870.0692 a.u.. Number 2: largest force on an atom 0.34 eV Å⁻¹, electronic energy -235.6754 a.u..